A structure of composition C46H44AuN3P2S3 at a distorted geometry. Source: OMol25; level of theory: wB97M-V/def2-TZVPD.

XYZ file:
```
99
Properties=species:S:1:pos:R:3:forces:R:3
Au -0.557 -0.428 0.369 1.24 -0.15 0.33
S -0.462 1.933 -0.815 -0.28 0.17 -0.39
S 3.186 1.579 -0.306 -0.02 -0.05 0.07
S 0.445 -1.150 -1.678 -0.18 -0.10 -0.20
P -1.183 0.060 2.570 -0.29 0.03 -0.10
P -2.533 -1.561 -0.002 -0.40 0.15 0.14
N 1.500 -0.122 1.119 -0.33 0.13 -0.17
N 0.687 2.585 -3.069 -0.02 -0.01 0.05
N 1.886 0.115 -3.442 0.05 0.06 0.00
C 2.937 5.499 -0.827 0.01 0.00 -0.01
C -3.616 -4.897 2.933 0.00 0.00 -0.03
C 5.704 -1.359 -1.948 -0.03 0.00 0.02
C -0.242 2.767 5.385 0.02 0.03 -0.01
C 4.858 -1.369 -4.590 0.00 0.03 0.02
C 1.242 -2.245 4.833 0.02 0.01 -0.01
C -2.691 -2.427 -1.575 -0.07 0.16 -0.05
C 0.446 1.632 -2.188 0.16 -0.07 0.18
C -2.016 -3.824 1.499 0.04 0.03 0.03
C 2.460 -1.174 -3.894 -0.06 0.08 -0.10
C 0.750 -1.251 4.008 0.00 -0.04 -0.02
C 0.164 5.518 -0.931 -0.01 0.03 -0.06
C 1.463 2.341 -4.288 -0.01 0.05 0.06
C 6.211 -1.464 -4.296 0.00 0.01 0.00
C -4.539 -3.894 2.664 0.02 -0.01 0.02
C 3.925 -1.276 -3.564 -0.02 -0.04 0.00
C -0.218 2.753 2.608 0.04 -0.03 -0.17
C 0.830 6.301 -0.001 -0.02 0.01 0.04
C 1.005 0.241 -2.483 -0.02 0.09 0.02
C -3.801 0.600 1.400 -0.02 0.02 -0.09
C 6.633 -1.457 -2.975 0.01 0.01 -0.02
C 4.351 -1.277 -2.239 0.03 0.01 0.01
C -3.717 -0.178 0.048 0.13 -0.05 0.33
C -0.585 1.616 4.698 -0.01 0.01 0.01
C -3.957 -2.889 -3.571 0.02 -0.02 0.02
C 2.514 1.306 -4.020 -0.02 -0.06 -0.04
C -0.571 1.598 3.296 -0.05 -0.02 0.13
C 0.148 3.945 -2.887 0.00 -0.08 -0.04
C 0.882 4.737 -1.828 0.00 -0.03 -0.01
C 2.271 4.735 -1.773 0.01 0.00 0.00
C -2.936 -2.815 1.227 -0.04 -0.04 -0.06
C 2.220 0.601 0.510 0.04 0.05 0.12
C -3.006 0.130 2.627 0.02 -0.09 0.18
C -1.454 -2.236 4.155 0.01 0.12 0.14
C -4.204 -2.856 1.808 -0.06 -0.04 -0.08
C -2.358 -4.863 2.350 -0.04 -0.04 -0.04
C -2.010 -4.202 -3.049 0.02 0.02 -0.01
C 0.136 3.899 3.304 0.01 -0.01 0.01
C -3.769 -2.147 -2.412 0.04 0.06 -0.06
C 0.394 -3.234 5.320 0.00 -0.01 0.03
C 0.125 3.911 4.689 0.00 -0.03 0.00
C -3.081 -3.915 -3.887 -0.02 0.00 0.00
C -0.951 -3.225 4.986 0.02 0.06 0.03
C -1.810 -3.459 -1.900 0.02 -0.03 0.04
C -0.607 -1.242 3.665 -0.10 -0.15 -0.09
C 2.216 6.286 0.059 0.00 0.00 0.00
H 0.266 6.934 0.673 -0.01 -0.03 0.00
H -0.912 3.868 -2.641 0.02 -0.02 0.03
H -1.022 -3.797 1.068 0.02 0.03 0.02
H -5.523 -3.924 3.113 0.00 0.00 0.00
H 1.416 -0.487 3.633 -0.01 0.02 -0.03
H 3.633 -1.206 -1.430 -0.02 -0.01 -0.02
H 1.867 -1.982 -3.476 0.07 -0.01 0.06
H -1.616 -3.982 5.380 0.00 0.00 0.00
H 2.318 -1.186 -4.977 0.00 -0.05 0.00
H 6.932 -1.541 -5.099 0.00 -0.01 0.01
H -3.882 -5.710 3.596 -0.01 0.00 0.00
H 4.018 5.490 -0.789 0.00 -0.01 0.00
H -0.252 2.764 6.466 0.00 0.00 0.00
H -0.851 0.733 5.264 -0.01 -0.01 -0.02
H -3.339 -0.861 2.920 -0.05 0.01 -0.01
H -0.920 5.527 -0.973 0.01 -0.01 0.01
H 0.430 4.779 2.749 0.00 0.04 -0.02
H -4.472 -1.361 -2.174 0.01 0.01 -0.03
H -3.237 -4.499 -4.785 0.01 0.00 0.01
H 2.850 4.136 -2.468 -0.01 0.00 0.01
H -1.331 -5.009 -3.292 0.00 0.01 0.00
H 2.290 -2.245 5.100 0.00 -0.01 0.01
H 2.735 6.893 0.790 0.00 0.01 -0.01
H -4.795 -2.669 -4.219 0.00 0.00 0.01
H 0.407 4.806 5.228 0.00 0.00 -0.01
H 7.688 -1.528 -2.745 -0.01 0.00 0.00
H 0.784 -4.004 5.972 0.00 0.00 0.00
H -4.720 -0.476 -0.255 0.04 -0.17 -0.01
H -4.941 -2.090 1.596 0.01 0.00 -0.03
H 4.530 -1.375 -5.624 0.00 -0.01 0.01
H -1.638 -5.642 2.563 0.00 0.01 -0.01
H -3.323 0.478 -0.732 -0.12 0.02 -0.05
H -3.603 1.653 1.198 0.12 -0.01 0.04
H -3.253 0.787 3.463 0.04 0.03 0.00
H 3.278 1.663 -3.323 -0.03 0.01 0.02
H 3.005 1.009 -4.944 0.02 0.02 0.00
H 0.788 2.036 -5.093 0.00 -0.01 0.00
H -0.968 -3.695 -1.261 -0.02 0.00 0.02
H 1.934 3.278 -4.575 0.01 -0.01 -0.03
H 0.231 4.423 -3.864 -0.03 0.06 0.02
H -2.512 -2.241 3.928 0.07 -0.06 -0.01
H -4.840 0.559 1.730 -0.03 0.08 -0.08
H 6.031 -1.350 -0.916 0.01 -0.01 -0.01
H -0.194 2.790 1.530 0.03 -0.11 -0.08
```
Positions in Å, forces in eV/Å.

Output
Frontier orbital gap = 6.353 eV
Highest occupied orbital energy = -12.97 eV
Energy relative to the best compared isomer or geometry (same formula, charge and spin) = 1.193 eV
Charge = +2

Atomic partial charges in e from the Mulliken method, atoms 1 to 5: number 1, Au, carries 1.150; number 2, S, carries -0.088; number 3, S, carries -0.322; number 4, S, carries -0.265; number 5, P, carries 1.411